{
  "formula": "C21H23ClN4O4S",
  "method": "ωB97M-V/def2-TZVPD",
  "symbols": ["C", "H", "O", "C", "C", "C", "C", "C", "C", "H", "H", "N", "S", "O", "O", "C", "C", "N", "N", "C", "C", "H", "H", "H", "H", "C", "H", "H", "H", "C", "H", "H", "C", "O", "N", "H", "C", "C", "C", "C", "C", "C", "C", "H", "H", "Cl", "H", "H", "H", "H", "H", "H", "H", "H"],
  "coordinates": [[-7.1660, 1.2009, 1.2713], [-7.0889, 2.2811, 1.1118], [-6.0093, 0.6856, 1.8861], [-4.8179, 0.8143, 1.2399], [-3.7021, 0.3020, 1.9054], [-2.4499, 0.3769, 1.3395], [-2.2729, 0.9518, 0.0800], [-3.3825, 1.4645, -0.5798], [-4.6410, 1.4068, -0.0041], [-5.4754, 1.8204, -0.5476], [-3.2806, 1.9177, -1.5541], [-0.9864, 0.9382, -0.4721], [-0.1717, -0.5333, -0.4248], [0.4681, -0.6607, 0.8594], [0.6768, -0.5711, -1.5780], [-1.4491, -1.7333, -0.5652], [-1.8755, -2.6680, 0.3628], [-2.8824, -3.3318, -0.2400], [-3.1258, -2.8943, -1.4799], [-2.2674, -1.9222, -1.7050], [-2.2033, -1.1707, -2.9808], [-2.7184, -0.2161, -2.8783], [-2.6871, -1.7435, -3.7668], [-1.1636, -0.9817, -3.2389], [-3.4304, -4.0899, 0.1364], [-1.4078, -2.9736, 1.7336], [-0.5070, -2.4018, 1.9381], [-1.1910, -4.0361, 1.8347], [-2.1733, -2.7091, 2.4626], [-0.5423, 1.9039, -1.4442], [-1.2727, 2.7102, -1.5282], [-0.4163, 1.4427, -2.4308], [0.8017, 2.5564, -1.0956], [1.2428, 3.4447, -1.7964], [1.4061, 2.1149, 0.0192], [1.0456, 1.3128, 0.5154], [2.7215, 2.5784, 0.3985], [3.7508, 1.4790, 0.4315], [4.8387, 1.5796, 1.2908], [5.8101, 0.5965, 1.3272], [5.6855, -0.5056, 0.4974], [4.6085, -0.6260, -0.3642], [3.6477, 0.3689, -0.3976], [2.8094, 0.2661, -1.0690], [4.5195, -1.4884, -1.0055], [6.8914, -1.7449, 0.5416], [6.6536, 0.6800, 1.9945], [4.9311, 2.4389, 1.9391], [2.6667, 3.0620, 1.3807], [3.0050, 3.3348, -0.3436], [-1.5879, -0.0030, 1.8626], [-3.8458, -0.1405, 2.8784], [-7.9818, 0.9975, 1.9630], [-7.3691, 0.7048, 0.3169]],
  "atomic_forces_ev_per_a": [[-0.18, 0.08, -0.10], [0.00, -0.04, -0.01], [0.35, -0.08, 0.09], [0.12, -0.05, -0.01], [-0.21, 0.03, -0.05], [-0.27, 0.24, 0.01], [-0.78, 0.14, 0.57], [0.42, -0.08, 0.02], [-0.33, -0.01, 0.18], [-0.09, 0.03, -0.02], [0.02, 0.02, -0.11], [0.55, -0.97, -0.27], [-0.59, -0.51, -0.10], [-0.23, -0.06, 0.07], [-0.09, 0.09, -0.27], [0.43, 0.14, 0.21], [0.05, -0.03, 0.03], [0.56, 0.34, 0.43], [-0.32, 0.11, -0.85], [-0.05, -0.17, 0.16], [-0.11, -0.07, -0.06], [-0.02, 0.11, -0.04], [-0.01, 0.02, -0.08], [-0.01, 0.03, -0.13], [0.10, 0.11, -0.05], [0.01, -0.02, 0.12], [-0.02, -0.09, 0.10], [0.04, -0.04, 0.05], [-0.02, 0.02, 0.09], [0.49, 0.22, -0.50], [0.08, -0.14, 0.08], [-0.05, 0.20, 0.07], [-0.37, 0.12, 0.01], [-0.03, 0.12, -0.35], [0.25, -0.17, 0.33], [-0.01, 0.22, 0.08], [0.05, 0.32, -0.07], [0.01, -0.07, 0.03], [-0.10, -0.03, -0.10], [0.05, -0.07, -0.04], [-0.17, 0.17, -0.01], [0.10, -0.02, 0.03], [0.05, 0.10, 0.08], [-0.05, 0.00, -0.04], [0.03, -0.10, -0.05], [0.17, -0.19, 0.01], [0.08, -0.02, 0.05], [0.00, 0.09, 0.09], [0.07, 0.00, -0.13], [-0.06, -0.07, 0.21], [0.05, -0.01, 0.16], [-0.01, -0.06, 0.14], [0.02, 0.04, -0.09], [0.02, 0.03, 0.03]],
  "mulliken_charge": [-0.864, 0.347, -0.465, 0.816, -0.908, 0.131, 0.044, -1.040, -0.746, 0.397, 0.274, 0.303, 1.740, -0.726, -0.785, 1.567, -1.006, 0.420, -1.051, 0.121, -1.057, 0.122, 0.452, 0.255, 0.198, -1.525, 0.238, 0.514, 0.292, -0.428, 0.577, 0.199, 0.434, -0.686, -0.040, 0.184, -1.187, 0.480, -0.527, -0.682, 0.420, -0.998, 0.203, 0.345, 0.444, -0.231, 0.415, 0.386, 0.411, 0.438, 0.746, 0.457, 0.241, 0.340],
  "e_above_lowest_ev": 1.325,
  "lumo_energy_ev": 0.509,
  "max_force_ev_per_a": 1.1,
  "smiles": "COc1ccc(N(CC(=O)NCc2ccc(Cl)cc2)S(=O)(=O)c2c(C)n[nH]c2C)cc1",
  "homo_lumo_gap_ev": 8.96
}